Density functional theory data (ωB97M-V/def2-TZVPD) for a cluster of 2 separate species, C10H15N2O2 in total at a distorted geometry.

```
! wB97M-V def2-TZVPD RIJCOSX def2/J DEFGRID3
* xyz 1 1
C -4.01166 -0.06468 0.86999
C -2.94448 -0.01609 0.33584
C -1.58319 0.05364 -0.17973
N -1.55632 -0.16323 -1.63128
C -1.03012 -1.24762 -2.18755
N -1.16073 -1.13972 -3.49612
C -1.76754 0.05651 -3.80228
C -2.01656 0.66740 -2.62189
O -2.57081 1.83439 -2.30983
H -4.92747 -0.05812 1.40753
H -0.95161 -0.66185 0.33915
H -1.20096 1.04865 0.03849
H -0.58657 -2.05654 -1.63944
H -0.84450 -1.80559 -4.18386
H -1.96873 0.39290 -4.79959
H -3.21997 2.07709 -2.98549
C 3.46165 -0.22604 2.30499
C 2.60522 1.00094 2.61262
C 1.50691 0.87038 1.57151
O 1.32217 -0.53105 1.33684
C 2.40813 -1.26048 1.93507
H 4.08500 -0.54378 3.13785
H 4.11066 -0.02539 1.45005
H 2.18459 0.92477 3.61697
H 3.14432 1.94312 2.53995
H 1.79629 1.34241 0.62551
H 0.56168 1.30504 1.90342
H 2.03020 -1.77868 2.82086
H 2.77082 -2.00447 1.22611
*
```

Values from the calculation:
* frontier orbital gap: 9.46 eV
* energy above the lowest of the compared OMol25 structures with the same formula, charge and spin: 1.316 eV
* HOMO energy: -12.27 eV



Density functional theory data (ωB97M-V/def2-TZVPD) for a cluster of 3 separate species, C5H16N2S in total at a distorted geometry.

```
! wB97M-V def2-TZVPD RIJCOSX def2/J DEFGRID3
* xyz 0 1
C -1.95311 0.30010 -0.11905
N -3.16438 -0.33867 -0.68632
C -2.41523 1.57241 0.60876
N -1.38297 2.32984 1.24785
H -1.20387 0.49857 -0.89904
H -1.49557 -0.42012 0.60240
H -3.01236 -0.77547 -1.58059
H -3.49240 -1.06947 -0.07226
H -3.22213 1.28958 1.29708
H -2.96447 2.19332 -0.14278
H -0.44772 2.05989 0.94483
H 0.78051 0.87452 0.55119
H -1.46320 2.25564 2.23885
C 2.13837 -1.73295 -1.40455
C 2.33187 -0.43573 -0.61786
C 2.48147 -0.54031 0.88958
S 0.93517 -0.58936 1.81227
H 3.05141 -2.33654 -1.22057
H 2.04025 -1.63892 -2.49731
H 1.28673 -2.40113 -1.18817
H 3.32401 -0.08648 -0.98949
H 1.66364 0.36777 -1.02947
H 3.22879 0.17100 1.30639
H 2.95520 -1.54749 0.94826
*
```

Values from the calculation:
* frontier orbital gap: 7.71 eV
* energy above the lowest of the compared OMol25 structures with the same formula, charge and spin: 3.167 eV
* HOMO energy: -8.63 eV



Density functional theory data (ωB97M-V/def2-TZVPD) for a cluster of 14 separate species, C41H119N9O14 in total at a distorted geometry.

```
! wB97M-V def2-TZVPD RIJCOSX def2/J DEFGRID3
* xyz 0 1
C -6.57749 -5.13223 -2.77387
C -7.19625 -3.73312 -2.75334
C -8.04224 -3.43920 -4.00705
O -7.26359 -3.52515 -5.24717
C -7.38863 -2.49966 -6.22738
N -7.95316 -3.60299 -1.55920
H -6.00866 -5.29511 -1.85844
H -5.85308 -5.23102 -3.58232
H -7.33857 -5.89568 -2.93514
H -6.40137 -2.98760 -2.73152
H -8.37571 -2.41251 -3.85602
H -8.94654 -4.04001 -4.10388
H -6.97752 -1.56948 -5.83514
H -8.43232 -2.34411 -6.50056
H -6.93703 -2.71999 -7.19465
H -8.33001 -2.67222 -1.45082
H -8.70975 -4.26587 -1.46826
C -0.53969 -0.19380 0.16360
C 0.92446 -0.38415 0.27266
C 1.84436 0.27481 -0.78898
O 1.64449 -0.21061 -2.10541
C 2.22809 0.68953 -3.00221
N 1.19234 0.01461 1.60551
H -1.10708 -0.63400 0.98359
H -0.83917 -0.67716 -0.76634
H -0.84029 0.85385 0.17651
H 1.11744 -1.45660 0.24582
H 2.88835 0.10706 -0.52433
H 1.65824 1.34654 -0.71927
H 1.72375 1.64337 -3.15689
H 2.16260 0.27637 -4.00875
H 3.30399 0.77753 -2.85122
H 2.13749 -0.25656 1.83628
H 0.61357 -0.51280 2.24344
C -5.49923 1.14854 9.36376
C -4.25595 1.99028 9.38909
C -3.09515 1.42216 8.50802
O -2.65987 0.14458 8.98173
C -1.98296 0.19288 10.24816
N -4.73159 3.24747 8.94156
H -5.35105 0.09334 9.59328
H -5.87810 1.19352 8.34271
H -6.27317 1.52470 10.03281
H -3.91724 2.13116 10.41551
H -2.21118 2.05984 8.51633
H -3.31753 1.30957 7.44690
H -2.65304 0.31420 11.09927
H -1.26892 1.01627 10.26460
H -1.56192 -0.77339 10.52595
H -4.93477 3.26254 7.95232
H -5.59010 3.51639 9.40061
C 1.04195 0.36832 -12.19302
C 1.86989 -0.69215 -12.96914
C 2.29564 -1.91790 -12.08733
O 3.13828 -2.82363 -12.78261
C 4.59356 -2.56717 -12.55745
N 1.01123 -1.25811 -14.02767
H 1.71862 0.83124 -11.47474
H 0.20336 -0.08874 -11.66769
H 0.66583 1.15942 -12.84171
H 2.75094 -0.25899 -13.44266
H 1.37463 -2.43370 -11.81566
H 2.75796 -1.60511 -11.15110
H 5.17400 -3.29068 -13.12992
H 4.87270 -2.62084 -11.50516
H 4.77213 -1.56179 -12.93879
H 1.57474 -2.03787 -14.33514
H 0.11542 -1.61015 -13.72160
C 5.23181 -0.85223 7.78942
C 5.45765 -2.07478 6.93355
C 4.38499 -3.21433 7.23586
O 4.18205 -3.38641 8.61154
C 3.54700 -4.62111 8.78654
N 5.39327 -1.76195 5.53801
H 4.22565 -0.48789 7.58205
H 5.96805 -0.05542 7.68383
H 5.38724 -1.12142 8.83415
H 6.42166 -2.44924 7.27788
H 4.73021 -4.11089 6.72097
H 3.41373 -2.96267 6.80992
H 3.31193 -4.73776 9.84448
H 4.14742 -5.48199 8.49247
H 2.56263 -4.68565 8.32292
H 5.65362 -2.61185 5.05844
H 6.15972 -1.15671 5.28044
C 5.23925 -6.51377 -7.86738
C 5.57296 -5.89269 -6.51813
C 5.90906 -4.40350 -6.33831
O 7.22909 -4.23037 -6.90852
C 7.68883 -2.86245 -6.77824
N 4.31141 -6.12965 -5.78695
H 4.33047 -6.15725 -8.35225
H 5.16769 -7.59854 -7.78834
H 6.07699 -6.44077 -8.56089
H 6.30147 -6.58370 -6.09401
H 5.94617 -4.14737 -5.27948
H 5.18924 -3.74424 -6.82341
H 7.55280 -2.47160 -5.76986
H 7.21131 -2.25472 -7.54684
H 8.76607 -2.94639 -6.92176
H 3.50555 -5.74519 -6.25905
H 4.30836 -5.54283 -4.96492
C 5.95153 10.19190 2.78924
C 5.11280 11.02806 1.90635
C 4.03445 10.16824 1.16855
O 4.69048 9.12546 0.47867
C 3.76159 8.39253 -0.25140
N 4.48399 12.04201 2.69670
H 6.58215 10.79770 3.43995
H 6.64601 9.58186 2.21159
H 5.36646 9.51656 3.41350
H 5.81089 11.43762 1.17626
H 3.50694 10.80724 0.46037
H 3.29269 9.84726 1.89989
H 4.29805 7.76278 -0.96114
H 3.11332 8.99651 -0.88628
H 3.16643 7.69598 0.33911
H 3.82480 11.61715 3.33313
H 3.85946 12.55787 2.09341
C 0.85482 -11.89346 3.14133
C 1.84491 -10.73704 3.37800
C 1.26967 -9.31460 3.03412
O 0.68399 -9.33785 1.74039
C 0.51092 -8.03770 1.17295
N 2.29135 -10.90559 4.80289
H 0.50837 -12.05896 2.12119
H -0.01781 -11.69410 3.76333
H 1.22599 -12.86025 3.48140
H 2.71090 -10.87838 2.73134
H 2.00310 -8.53399 3.23619
H 0.42426 -9.05089 3.66960
H 1.52149 -7.63451 1.10743
H -0.05347 -7.41238 1.86470
H 0.09054 -8.03776 0.16727
H 2.54179 -11.85545 5.03769
H 1.51038 -10.80626 5.43559
C -3.65431 7.80929 0.60752
C -3.67163 8.75279 1.80248
C -4.91259 9.79032 1.77133
O -4.87285 10.83133 2.82405
C -3.90114 11.82632 2.62590
N -3.61999 7.96995 3.05492
H -3.05520 6.90910 0.74472
H -3.34802 8.28863 -0.32228
H -4.66799 7.50697 0.34452
H -2.74453 9.32404 1.75499
H -5.80192 9.17577 1.91102
H -5.03675 10.25234 0.79193
H -4.26462 12.67061 2.04009
H -2.89712 11.47476 2.38834
H -3.87711 12.27891 3.61720
H -2.70699 7.55003 2.95390
H -3.61133 8.60693 3.83869
C -3.10697 3.17564 -5.07959
O -2.88931 4.39025 -5.76962
H -4.11485 3.04534 -4.68551
H -2.98341 2.29409 -5.70864
H -2.54323 3.01917 -4.15991
H -3.66666 4.56890 -6.30387
C -6.74927 2.81902 2.83667
O -7.18831 4.07353 3.43124
H -7.52944 2.06982 2.97131
H -6.56098 2.84215 1.76331
H -5.84217 2.41460 3.28580
H -6.41781 4.64611 3.42189
C -3.76919 -4.15669 5.10127
O -2.39767 -3.96286 5.44802
H -4.24890 -3.17793 5.10472
H -3.95159 -4.74626 4.20281
H -4.16319 -4.69499 5.96331
H -2.27674 -3.60838 6.33194
C -1.72728 -3.30270 -5.93420
O -0.56189 -3.70504 -5.19563
H -2.11144 -4.13943 -6.51764
H -2.54886 -2.96228 -5.30396
H -1.45671 -2.49502 -6.61432
H -0.17147 -2.91048 -4.82436
C 1.71306 5.42978 4.52957
O 0.93775 4.78310 3.58884
H 1.55382 6.50459 4.61631
H 1.56929 4.94440 5.49489
H 2.74945 5.23205 4.25591
H 1.05852 3.83357 3.66230
*
```

Values from the calculation:
* frontier orbital gap: 9.01 eV
* energy above the lowest of the compared OMol25 structures with the same formula, charge and spin: 6.986 eV
* HOMO energy: -8.95 eV



Density functional theory data (ωB97M-V/def2-TZVPD) for the ion C23H23N2O3S2 with charge -1 at a distorted geometry.

```
! wB97M-V def2-TZVPD RIJCOSX def2/J DEFGRID3
* xyz -1 1
C 2.48285 -0.82242 -6.02237
N 1.63123 -0.50867 -4.90831
C 0.22909 -0.42563 -5.23111
C -0.47738 0.15995 -4.02245
N -0.28085 -0.81073 -2.92667
C -1.27726 -0.79879 -1.93498
S -2.76909 -0.07101 -2.17822
S -0.96741 -1.55113 -0.42956
C 1.11981 -0.83544 -2.54470
C 1.93551 -1.29685 -3.74667
H 3.52277 -0.72667 -5.70204
H 2.32298 -1.85193 -6.38189
H 2.28609 -0.12983 -6.84110
H 0.13889 0.22366 -6.11393
H -0.21280 -1.41115 -5.48064
H 0.00997 1.12509 -3.75792
H -1.54101 0.33179 -4.24930
H 1.44503 0.19966 -2.29994
H 1.27985 -1.50515 -1.68629
H 1.73711 -2.38427 -3.92550
H 3.01755 -1.19189 -3.57732
C 2.40785 4.55035 -0.41430
O 0.97591 4.45507 -0.26002
C 0.43232 3.32972 0.27267
C 1.18313 2.18256 0.64774
C 0.50449 0.98125 0.80393
C -0.87832 0.93977 0.95725
C -1.56076 -0.34406 1.29581
C -1.49250 -0.83439 2.62232
C -2.50167 -1.75568 3.19354
O -3.53921 -2.11859 2.64286
C -2.01475 -2.09799 4.56836
C -0.81222 -1.43334 4.81520
C -0.15514 -1.55399 6.04208
C -0.70284 -2.37516 7.03374
C -1.92872 -3.03076 6.78815
C -2.59722 -2.88470 5.56420
C -0.43156 -0.59225 3.62003
O 0.57148 0.12427 3.59530
C -1.60307 2.11453 0.72655
C -0.97328 3.27693 0.32091
H 2.56051 5.54834 -0.83577
H 2.91417 4.47391 0.56170
H 2.77540 3.78865 -1.12137
H 2.25801 2.24181 0.78947
H 1.05727 0.03975 0.85144
H -2.53389 -0.46017 0.79940
H 0.76696 -1.01189 6.21762
H -0.19474 -2.50074 7.99508
H -2.35849 -3.65306 7.57581
H -3.55192 -3.36989 5.39141
H -2.68357 2.08783 0.86968
H -1.52653 4.16333 0.03012
*
```

Values from the calculation:
* SMILES string: COc1ccc([C@@H](SC(=S)N2CCN(C)CC2)C2=C([O-])c3ccccc3C2=O)cc1
* frontier orbital gap: 6.97 eV
* energy above the lowest of the compared OMol25 structures with the same formula, charge and spin: 0.351 eV
* HOMO energy: -4.29 eV



Density functional theory data (ωB97M-V/def2-TZVPD) for the molecule C10H11NO2S at a distorted geometry.

```
! wB97M-V def2-TZVPD RIJCOSX def2/J DEFGRID3
* xyz 0 1
C 3.23206 -0.33634 0.06322
C 2.79036 0.09793 -1.37489
C 1.40548 -0.54327 -1.73371
C -1.84041 1.03920 0.06567
C -2.90559 1.80981 0.61501
C -3.67821 1.24683 1.66880
C -3.24531 0.01419 2.30110
C -2.37998 -0.78434 1.69133
C -1.61427 -0.23196 0.63812
C -0.44698 -0.92868 0.02985
H 2.43370 0.36842 0.47375
H 2.86554 -1.47763 0.25916
H 4.25837 -0.26099 0.44963
H 2.90963 1.15317 -1.62558
H 3.44657 -0.41179 -3.27305
H 1.58358 -1.68188 -1.36561
H 1.13289 -0.41780 -2.74525
H -3.11724 2.77019 0.29562
H -4.41381 1.74454 2.21045
H -3.75309 -0.31111 3.27716
H -2.03154 -1.77053 1.92773
N 0.25648 -0.06137 -0.86428
O 3.81341 -0.43252 -2.36061
O -0.24579 -2.06092 0.40268
S -0.45584 1.46684 -1.02631
*
```

Values from the calculation:
* SMILES string: C[C@@H](O)Cn1sc2ccccc2c1=O
* frontier orbital gap: 8.75 eV
* energy above the lowest of the compared OMol25 structures with the same formula, charge and spin: 0.819 eV
* HOMO energy: -8.36 eV